[1]
{
  "formula": "C25H30FN3O2",
  "method": "ωB97M-V with the def2-TZVPD basis set",
  "elements": ["C", "C", "C", "O", "C", "C", "C", "N", "C", "C", "C", "N", "C", "C", "C", "C", "O", "C", "C", "C", "N", "C", "C", "C", "C", "C", "C", "F", "C", "C", "C", "H", "H", "H", "H", "H", "H", "H", "H", "H", "H", "H", "H", "H", "H", "H", "H", "H", "H", "H", "H", "H", "H", "H", "H", "H", "H", "H", "H", "H", "H"],
  "xyz": [[-4.97589, -3.02314, -2.94539], [-5.45348, -3.26924, -1.51910], [-5.51805, -1.98854, -0.66252], [-6.71987, -1.95267, 0.08394], [-4.31092, -1.82206, 0.27955], [-2.96557, -1.80275, -0.44236], [-1.83388, -1.58954, 0.55966], [-2.01508, -0.33801, 1.26752], [-0.87363, 0.00260, 2.10415], [0.38197, 0.18932, 1.31872], [1.49599, -0.61473, 1.37374], [2.43923, -0.06957, 0.56631], [3.73319, -0.52409, 0.29826], [4.55482, 0.23995, -0.52312], [5.84271, -0.16674, -0.81289], [6.33510, -1.35516, -0.28150], [7.58284, -1.85187, -0.49581], [8.46554, -1.12390, -1.31527], [5.50676, -2.12228, 0.53999], [4.22257, -1.71634, 0.82782], [1.99012, 1.04818, -0.00113], [0.74892, 1.23375, 0.42495], [-0.01225, 2.39314, -0.01614], [0.66367, 3.53872, -0.43848], [-0.03558, 4.65202, -0.86213], [-1.42132, 4.64858, -0.87657], [-2.07525, 3.50217, -0.46470], [-3.42946, 3.48028, -0.48583], [-1.40440, 2.37482, -0.03663], [-3.25425, -0.35477, 2.02190], [-4.43529, -0.52015, 1.07360], [-4.96341, -3.95777, -3.50228], [-3.97532, -2.60073, -2.96113], [-5.64652, -2.33278, -3.45114], [-4.81441, -4.01124, -1.03383], [-6.46450, -3.68229, -1.56355], [-5.58530, -1.11523, -1.31920], [-6.70693, -2.68170, 0.71493], [-4.31760, -2.66624, 0.98471], [-2.78963, -2.74020, -0.97044], [-2.95557, -0.98554, -1.16508], [-0.87945, -1.54652, 0.02871], [-1.79599, -2.44415, 1.26299], [-1.11469, 0.94024, 2.61672], [-0.69380, -0.77215, 2.87310], [1.66150, -1.50969, 1.93735], [4.16226, 1.15730, -0.93068], [6.45136, 0.45135, -1.45315], [9.38731, -1.70280, -1.34159], [8.07558, -1.01905, -2.33275], [8.67343, -0.13228, -0.90072], [5.89791, -3.04245, 0.94359], [3.60856, -2.33410, 1.46302], [1.74195, 3.53585, -0.42599], [0.49748, 5.53422, -1.18404], [-1.98767, 5.50678, -1.20214], [-1.94803, 1.48968, 0.25728], [-3.34491, 0.59432, 2.55723], [-3.25607, -1.16984, 2.77076], [-5.36794, -0.50842, 1.63859], [-4.45202, 0.32020, 0.37784]],
  "gap_ev": 8.58,
  "mol_weight_g_mol": 423.53,
  "e_lumo_ev": 0.726,
  "smiles": "CC[C@@H](O)C1CCN(Cc2cn(-c3ccc(OC)cc3)nc2-c2cccc(F)c2)CC1",
  "energy_ev": -37694.48020
}


[2]
{
  "formula": "C12H10AsCl2F6HgN",
  "method": "ωB97M-V with the def2-TZVPD basis set",
  "elements": ["Hg", "F", "As", "F", "F", "F", "F", "F", "Cl", "C", "C", "C", "C", "C", "C", "C", "H", "H", "H", "H", "H", "H", "Cl", "C", "C", "C", "C", "N", "C", "H", "H", "H", "H"],
  "xyz": [[-9.27720, -3.99024, -8.74995], [-6.91277, -3.19323, -7.16355], [-7.66973, -1.85599, -6.38583], [-7.83195, -1.16943, -7.96021], [-6.15678, -1.05582, -6.06301], [-8.57647, -0.45366, -5.76687], [-7.60631, -2.68751, -4.87732], [-9.25472, -2.52122, -6.61556], [-9.87737, -5.54353, -11.98997], [-11.02506, -4.28025, -11.81170], [-12.28484, -4.49016, -12.44370], [-13.19621, -3.51486, -12.43851], [-12.94013, -2.33732, -11.73727], [-11.68846, -2.11746, -11.14535], [-10.66632, -3.09221, -11.15883], [-9.35043, -2.82117, -10.47381], [-12.40390, -5.45305, -13.02328], [-14.14172, -3.72728, -12.91126], [-13.65162, -1.55904, -11.85471], [-11.56739, -1.15728, -10.49989], [-9.31016, -1.79152, -10.09426], [-8.47713, -2.92830, -11.14104], [-9.00200, -5.46426, -3.20816], [-8.99994, -6.06049, -4.80657], [-8.65344, -7.34912, -5.14445], [-8.46829, -7.69206, -6.53494], [-8.77029, -6.72299, -7.47809], [-9.14108, -5.51733, -7.14598], [-9.27700, -5.19686, -5.88015], [-8.34710, -8.16135, -4.43324], [-8.16642, -8.69341, -6.78303], [-8.77829, -6.95494, -8.56292], [-9.40847, -4.12543, -5.63094]],
  "gap_ev": 8.67,
  "mol_weight_g_mol": 628.62,
  "e_lumo_ev": -0.655,
  "energy_ev": -120462.23475
}


[3]
{
  "formula": "C31H58Cl2N4NbO6",
  "method": "ωB97M-V with the def2-TZVPD basis set",
  "elements": ["C", "C", "O", "C", "C", "O", "C", "C", "O", "C", "Nb", "C", "C", "C", "C", "C", "C", "C", "C", "C", "N", "C", "C", "C", "O", "C", "N", "C", "Cl", "C", "C", "Cl", "H", "H", "H", "H", "H", "H", "H", "H", "H", "H", "H", "H", "H", "H", "H", "H", "H", "H", "H", "H", "H", "H", "H", "H", "H", "H", "H", "H", "H", "H", "H", "H", "H", "H", "H", "H", "C", "C", "C", "O", "C", "N", "H", "H", "H", "H", "H", "H", "H", "H", "H", "H", "H", "C", "C", "C", "O", "C", "N", "H", "H", "H", "H", "H", "H", "H", "H", "H", "H", "H"],
  "xyz": [[-1.05717, 5.96235, 2.44561], [-0.26884, 6.73615, 1.22124], [0.81071, 5.84342, 0.72032], [0.68791, 5.88603, -0.76830], [1.97675, 5.10064, -1.47069], [1.88965, 3.69546, -1.04416], [3.15754, 2.98529, -1.27093], [3.04616, 1.57196, -0.38338], [1.62061, 1.22157, -0.27938], [1.33693, 0.42137, 0.92418], [0.38170, -1.63631, 0.44369], [2.43629, -2.55499, 0.64564], [2.74029, -3.52329, 1.90070], [4.29730, -3.21177, 2.43044], [4.19891, -1.71066, 3.16261], [3.17133, -1.40324, 4.42666], [3.02384, 0.07925, 5.12355], [3.89409, 1.36955, 4.58425], [4.94534, 1.09245, 3.34634], [5.09450, -0.41489, 2.63972], [0.83510, -1.28400, -1.66534], [-0.29078, -0.89042, -2.34657], [-1.45674, -1.88738, -2.95262], [-0.50555, 0.73263, -2.65024], [-1.51828, -0.80320, 0.07429], [-1.79740, 0.38458, 0.89155], [-1.93578, 1.62969, 1.29913], [-0.22036, -1.93765, 2.60788], [-0.17860, -0.57180, 3.91625], [-0.70034, -3.27076, 3.15501], [-0.85461, -4.62722, 2.24981], [-1.18452, -3.44824, 4.97442], [-0.86740, 6.51140, 3.47535], [-2.21044, 5.83723, 2.20843], [-0.61660, 4.85355, 2.46016], [0.15452, 7.75318, 1.67221], [-0.96824, 6.94382, 0.29032], [0.72308, 7.03282, -1.08278], [-0.31179, 5.35947, -1.07889], [1.93059, 5.11975, -2.64174], [2.96324, 5.60560, -1.09416], [3.42258, 2.78254, -2.39244], [4.05282, 3.61151, -0.79801], [3.56065, 0.74168, -1.02984], [3.57599, 1.80700, 0.63364], [2.39676, 0.14344, 1.39889], [0.76685, 1.00806, 1.76012], [-0.31751, -3.25236, -0.10409], [2.62402, -3.20377, -0.34121], [3.23713, -1.67370, 0.55146], [2.72648, -4.64748, 1.52598], [2.07535, -3.42962, 2.84754], [4.69429, -4.03990, 3.16497], [4.95501, -3.05607, 1.47548], [2.50696, -2.30104, 4.83581], [2.24766, 0.23438, 6.00045], [3.76224, 2.45296, 5.06581], [5.56257, 2.01162, 2.94918], [5.85676, -0.48369, 1.74364], [-1.66598, -1.74531, -4.09801], [-1.26270, -3.02759, -2.66559], [-2.46622, -1.60194, -2.39754], [-0.58717, 1.38202, -1.67998], [-1.46689, 0.89608, -3.32963], [0.45893, 1.06170, -3.26982], [-1.15427, -5.58153, 2.89878], [-1.79481, -4.44723, 1.53720], [0.08329, -4.90398, 1.60687], [0.95529, -1.71662, -9.18024], [0.55513, -2.53241, -7.95341], [-0.75686, -2.05043, -7.29457], [-0.61574, -0.86905, -6.49970], [-0.66659, 0.34311, -7.23677], [1.66986, -2.53417, -6.99550], [1.35420, -0.73251, -8.92052], [1.73657, -2.23782, -9.74550], [0.10156, -1.57378, -9.85093], [0.39237, -3.56313, -8.29237], [-1.09280, -2.83144, -6.60162], [-1.55882, -1.92857, -8.03356], [-1.36062, 0.28581, -8.08073], [0.33340, 0.61270, -7.58140], [-1.00649, 1.13493, -6.56332], [1.43093, -3.15156, -6.21818], [1.70114, -1.60550, -6.56415], [-5.93523, 0.54455, 3.37997], [-4.56566, -0.11851, 3.50405], [-4.63902, -1.64443, 3.73619], [-4.97488, -2.01955, 5.07554], [-6.36705, -2.01875, 5.35306], [-3.80393, 0.55202, 4.56725], [-6.44839, 0.63541, 4.34094], [-5.83190, 1.55872, 2.97705], [-6.58207, -0.01763, 2.69832], [-4.04310, 0.04367, 2.55305], [-3.64038, -2.06105, 3.55687], [-5.30944, -2.13066, 3.01631], [-6.96141, -2.33559, 4.49076], [-6.67989, -1.02894, 5.69047], [-6.54914, -2.71827, 6.17377], [-2.85990, 0.16356, 4.58674], [-4.20484, 0.25472, 5.46187]],
  "gap_ev": 6.39,
  "mol_weight_g_mol": 746.64,
  "e_lumo_ev": 2.000,
  "charge": -1,
  "energy_ev": -77905.35677
}